1.
# C42H117N9O15

A cluster of 12 separate species, C42H117N9O15 in total at a distorted geometry (ωB97M-V/def2-TZVPD, the OMol25 dataset).

Structure (XYZ):
```
183
C42H117N9O15 ωB97M-V/def2-TZVPD
O -16.731 -23.591 -7.453
O -12.802 -20.780 -3.004
O -13.201 -15.767 -5.579
O -9.682 -16.406 -3.995
O -21.792 -18.006 -6.343
O -9.531 -22.037 0.254
O -14.996 -25.274 -2.117
O -9.276 -22.864 -6.298
O -17.165 -14.717 -8.638
O -17.513 -17.380 -1.331
O -10.076 -27.871 -4.074
O -8.718 -24.966 -5.001
O -16.292 -17.723 2.270
O -6.532 -23.265 -4.744
O -14.589 -14.444 -8.652
N -17.998 -16.458 -6.445
N -18.215 -26.774 -6.109
N -15.790 -15.254 -4.065
N -16.266 -19.832 0.294
N -9.294 -15.648 -1.371
N -21.640 -20.380 -3.634
N -17.171 -27.379 -2.479
N -6.199 -22.505 1.608
N -15.084 -18.536 -4.940
C -6.893 -16.704 -1.311
C -17.921 -15.225 -9.829
C -11.443 -21.163 -3.104
C -22.630 -17.105 -6.980
C -13.284 -14.862 -6.694
C -14.588 -15.176 -7.457
C -7.064 -22.159 -5.446
C -8.603 -22.035 -5.268
C -15.597 -19.924 1.680
C -8.669 -17.119 -3.139
C -14.577 -19.325 -3.818
C -7.328 -21.714 1.316
C -15.738 -20.220 -3.262
C -16.482 -22.775 -6.339
C -8.491 -22.672 0.927
C -21.122 -19.321 -4.290
C -15.108 -18.502 2.075
C -17.682 -24.676 -7.321
C -8.116 -16.169 -2.115
C -19.828 -14.990 -5.838
C -15.988 -16.553 3.091
C -9.894 -25.393 -4.278
C -10.866 -22.599 0.297
C -18.894 -15.344 -6.989
C -17.319 -25.646 -6.090
C -14.582 -20.969 1.577
C -6.843 -20.742 0.126
C -15.797 -25.987 -5.863
C -20.004 -19.625 -5.334
C -17.018 -26.536 -1.288
C -15.613 -15.067 -1.636
C -10.030 -17.270 -5.057
C -15.951 -15.961 -2.773
C -18.900 -17.826 -1.052
C -15.512 -26.036 -0.980
C -17.307 -16.693 -2.671
C -17.689 -27.305 -0.104
C -14.591 -24.004 -1.851
C -22.200 -18.558 -5.073
C -13.164 -19.969 -4.130
C -18.108 -14.219 -7.594
C -10.465 -26.747 -4.891
H -18.105 -27.269 -6.982
H -18.817 -18.198 -0.031
H -22.545 -16.080 -6.620
H -18.726 -13.400 -7.962
H -15.361 -15.705 -0.789
H -17.399 -22.230 -6.118
H -14.436 -18.693 -2.942
H -9.764 -25.538 -3.205
H -12.386 -19.281 -4.463
H -16.793 -20.690 0.212
H -9.008 -18.049 -2.684
H -8.842 -22.542 -4.333
H -14.058 -21.079 2.527
H -16.332 -20.174 2.446
H -9.271 -17.461 -5.816
H -17.346 -13.932 -6.869
H -15.675 -17.797 -4.586
H -13.807 -20.775 0.836
H -16.149 -23.143 -5.369
H -15.245 -26.484 -6.660
H -19.491 -15.577 -7.871
H -7.243 -17.274 -0.451
H -16.607 -20.121 -3.913
H -18.421 -16.190 -9.737
H -16.724 -28.171 -2.039
H -11.388 -22.058 -3.724
H -20.899 -21.001 -3.343
H -10.436 -18.183 -4.620
H -8.123 -23.231 0.066
H -14.981 -15.693 -4.480
H -13.992 -23.991 -0.941
H -15.462 -23.384 -1.639
H -17.280 -16.374 -7.151
H -12.362 -14.854 -7.275
H -15.497 -25.364 -0.121
H -5.372 -21.997 1.886
H -14.028 -23.530 -2.655
H -8.214 -25.781 -5.056
H -18.680 -24.247 -7.234
H -14.531 -16.176 -7.885
H -14.773 -14.387 -1.776
H -7.515 -21.053 2.162
H -14.937 -26.878 -0.597
H -13.301 -20.755 -4.872
H -16.954 -16.061 2.982
H -15.478 -14.503 -9.009
H -14.438 -18.016 1.366
H -22.527 -17.769 -4.396
H -20.784 -18.619 -3.528
H -10.838 -20.317 -3.431
H -19.277 -20.409 -5.124
H -10.968 -16.917 -5.485
H -18.096 -15.970 -2.880
H -15.172 -16.714 -2.893
H -21.966 -20.996 -4.365
H -22.561 -17.087 -8.068
H -6.168 -20.000 0.552
H -14.695 -18.510 3.083
H -15.630 -26.509 -4.921
H -7.858 -17.324 -3.837
H -16.783 -18.965 0.329
H -23.696 -17.282 -6.832
H -5.874 -23.073 0.839
H -6.569 -21.222 -5.193
H -17.843 -25.214 -8.256
H -17.871 -27.410 -5.405
H -15.000 -21.963 1.424
H -19.632 -17.023 -1.142
H -18.759 -27.408 -0.288
H -11.554 -26.733 -4.868
H -6.204 -17.179 -2.010
H -7.714 -20.229 -0.280
H -17.643 -25.664 -1.476
H -17.189 -15.284 -10.634
H -16.588 -14.613 -1.458
H -10.854 -28.282 -3.690
H -17.423 -16.156 -5.671
H -20.399 -19.853 -6.324
H -10.555 -24.537 -4.417
H -17.242 -28.299 -0.113
H -15.498 -14.964 -6.896
H -23.090 -19.165 -5.239
H -15.149 -25.115 -5.774
H -7.225 -23.929 -4.772
H -17.463 -25.060 -5.182
H -8.971 -23.735 -6.033
H -15.931 -16.786 4.154
H -16.623 -26.966 -3.220
H -18.746 -14.592 -10.155
H -10.966 -23.449 0.972
H -20.005 -15.748 -5.075
H -10.934 -23.136 -0.649
H -11.063 -21.517 -2.145
H -6.336 -15.920 -0.798
H -9.478 -16.176 -0.531
H -7.848 -15.350 -2.782
H -15.383 -14.336 -3.960
H -17.207 -17.486 -3.412
H -20.819 -14.622 -6.103
H -14.315 -18.015 -5.337
H -13.414 -13.861 -6.282
H -6.822 -22.089 -6.507
H -8.753 -23.313 1.769
H -15.983 -19.948 -2.235
H -15.076 -16.009 2.844
H -6.431 -21.362 -0.670
H -12.478 -15.425 -5.048
H -19.099 -18.709 -1.659
H -10.169 -15.814 -1.848
H -17.489 -26.975 0.915
H -15.450 -21.266 -3.161
H -11.692 -21.900 0.434
H -15.631 -22.102 -6.449
H -19.446 -18.708 -5.524
H -8.845 -20.976 -5.179
H -19.502 -14.017 -5.471
H -10.274 -26.863 -5.958
```

Output
- orbital gap (eV) = 9.095
- total energy (eV) = -89560.3687
- F_max (eV Å⁻¹) = 5.46



2.
# C43H99N5O8

A cluster of 8 separate species, C43H99N5O8 in total at a distorted geometry (ωB97M-V/def2-TZVPD, the OMol25 dataset).

Structure (XYZ):
```
155
C43H99N5O8 ωB97M-V/def2-TZVPD
O -8.087 7.251 3.717
O -6.097 -4.354 1.742
O 3.285 0.534 6.822
O -0.775 -9.573 -3.775
O 6.442 8.113 2.735
O 8.617 -5.807 6.188
O -3.442 -4.838 -10.920
O 1.692 -2.909 -2.922
N -6.982 7.212 4.565
N 2.122 -1.638 -2.614
N -0.159 -10.755 -3.855
N 6.286 9.353 3.268
N -5.934 -6.577 -8.597
C 4.913 9.506 3.764
C -5.669 6.038 2.825
C 2.617 1.203 -1.717
C 0.835 -10.326 -6.158
C -6.433 -5.030 -10.451
C 0.057 -10.915 -1.316
C -7.285 9.482 5.591
C 4.007 9.487 2.473
C 0.498 -12.937 -2.759
C -5.410 -5.980 -9.893
C 2.945 -1.826 -0.178
C -6.502 -5.464 0.850
C 7.473 9.965 3.970
C -4.027 -5.305 -9.735
C -8.629 7.671 6.443
C 2.215 1.188 7.414
C 4.641 10.841 4.383
C -4.567 6.966 4.919
C 3.776 0.015 -1.795
C -5.691 7.267 3.832
C 8.650 9.988 2.979
C -0.375 -11.625 -2.637
C 3.282 -1.544 -1.671
C 0.052 -0.725 -3.779
C -6.133 7.484 6.828
C 4.569 8.360 4.781
C 0.500 -13.606 -4.148
C -4.687 7.616 6.319
C -1.304 -11.493 -5.900
C 1.456 0.837 -2.669
C 1.053 -0.635 -2.581
C -3.191 -5.886 -11.823
C 0.933 -12.560 -5.166
C 7.202 11.432 4.469
C 0.032 -11.231 -5.220
C -5.543 8.581 2.992
C 8.507 -4.547 5.390
C -7.257 7.974 5.814
C 4.415 -2.372 -2.133
C 8.041 9.149 5.136
C 0.156 -0.903 -1.340
C 5.909 11.386 5.303
C -1.889 -11.962 -2.454
H -2.196 -12.950 -2.798
H -5.710 5.083 3.349
H -7.640 9.976 6.496
H -4.755 5.821 2.272
H -2.558 -6.685 -11.436
H 2.294 1.158 -0.677
H -2.460 -11.283 -3.087
H 0.639 -0.580 -0.418
H -5.882 -5.570 -0.039
H -6.316 -4.633 -11.460
H 1.544 0.383 7.715
H 4.517 0.146 -1.006
H 2.907 2.225 -1.960
H -0.076 -9.169 -3.255
H 1.778 -2.845 -3.876
H -0.442 -14.085 -4.413
H -2.319 -11.822 -1.463
H 0.997 -13.082 -6.121
H 1.098 -10.600 -1.238
H -4.565 8.641 2.515
H -6.338 9.986 5.399
H 3.800 0.097 7.505
H -4.745 5.964 5.309
H 6.355 8.333 1.805
H -6.258 6.516 7.314
H 0.180 -9.537 -6.526
H 4.340 0.190 -2.711
H 8.131 8.085 4.916
H -5.316 -7.167 -8.059
H 7.334 9.033 5.956
H 1.464 -12.748 -2.293
H -6.164 -5.789 -8.008
H 7.985 11.874 5.085
H 3.909 -2.124 0.236
H -6.437 6.039 2.052
H 8.235 10.115 1.979
H -3.574 7.168 4.516
H -0.775 -0.338 -1.363
H -3.247 -5.665 -9.066
H -0.036 -11.546 -0.432
H -2.585 -5.484 -12.634
H -1.312 -11.939 -6.895
H -1.839 -12.248 -5.325
H 5.332 -2.287 -1.551
H 4.511 10.217 1.840
H 8.906 9.581 5.639
H 7.470 -4.215 5.342
H 3.593 8.622 5.190
H -3.967 7.190 7.017
H -7.459 -5.383 -10.356
H -4.178 -4.371 -9.193
H -0.543 -1.630 -3.658
H -6.022 8.188 7.653
H -6.682 -4.166 2.479
H 9.298 10.855 3.106
H 3.972 8.463 2.100
H 1.739 1.091 -3.690
H 8.979 -4.663 4.414
H -6.555 -6.385 1.432
H 1.958 -12.353 -4.859
H 4.269 7.432 4.294
H 4.229 11.537 3.652
H 9.313 9.127 3.072
H -7.532 -5.182 0.632
H 3.848 10.718 5.121
H 1.777 1.905 6.721
H 9.032 -3.756 5.924
H 1.688 -9.959 -5.586
H -8.049 9.842 4.902
H -8.759 8.327 7.304
H 5.733 12.394 5.678
H -4.009 -6.373 -12.353
H -5.291 -6.865 -10.517
H 0.641 -0.757 -4.695
H -0.535 -10.002 -1.257
H -0.123 -1.941 -1.162
H 1.172 -14.459 -4.048
H -5.605 9.398 3.711
H -9.477 7.921 5.806
H 0.737 1.534 -2.239
H 4.787 -2.120 -3.126
H 2.556 -0.960 0.357
H -8.046 8.172 3.449
H 2.283 1.747 8.348
H -4.464 8.681 6.261
H -0.738 0.024 -3.825
H 2.317 -2.702 -0.018
H 0.114 -13.599 -1.983
H 6.057 10.606 6.050
H -6.458 -4.127 -9.841
H 3.023 9.849 2.773
H 4.111 -3.404 -2.305
H -1.998 -10.655 -5.964
H 1.174 -10.782 -7.088
H 7.138 12.148 3.650
H -6.321 8.594 2.230
H -8.560 6.644 6.802
H 5.373 8.187 5.496
H 9.173 -6.419 5.701
```

Output
- orbital gap (eV) = 8.461
- total energy (eV) = -70013.9379
- F_max (eV Å⁻¹) = 4.77



3.
# C36H74N2O32

A cluster of 12 separate species, C36H74N2O32 in total at a distorted geometry (ωB97M-V/def2-TZVPD, the OMol25 dataset).

Structure (XYZ):
```
144
C36H74N2O32 ωB97M-V/def2-TZVPD
O -2.173 -6.063 -1.298
O -1.198 -3.065 -4.479
O 2.395 -2.287 6.496
O -3.531 -2.252 5.880
O -3.045 -2.116 -3.698
O -5.382 -1.427 6.644
O 2.663 3.947 -0.814
O 1.069 -0.923 5.709
O -2.010 -0.829 2.284
O 0.925 0.566 -1.106
O -3.360 3.969 -3.457
O 2.696 -0.425 -6.941
O -1.104 -0.985 -3.557
O -1.266 1.177 -1.368
O -4.022 -0.665 1.201
O -0.602 5.165 1.961
O 0.513 7.227 2.072
O 3.233 0.527 -4.928
O -0.408 6.491 0.237
O -2.868 1.095 1.440
O -4.793 2.246 -2.979
O 0.954 -3.126 4.951
O 1.924 1.513 -6.421
O -0.868 -0.530 -0.129
O -5.425 -2.777 4.780
O 3.846 -0.944 1.271
O -0.208 -4.975 -1.468
O 3.204 -4.050 -2.437
O 4.389 4.552 0.512
O -0.348 -7.239 -1.592
O 4.718 2.977 -0.902
O -3.746 3.530 -1.435
N 2.707 0.973 1.290
N 3.378 -2.034 -1.280
C 3.554 5.578 0.982
C -3.299 3.736 -4.824
C -1.713 1.805 1.959
C -0.944 1.986 -2.545
C 2.857 -3.610 6.850
C 1.395 -2.206 5.630
C -4.579 2.850 -0.470
C 2.173 2.092 2.058
C -2.896 -0.209 1.680
C -3.706 -0.990 -3.085
C -2.789 -4.779 -1.323
C 3.545 -1.551 -6.619
C -1.287 5.627 -0.465
C 1.948 2.722 -5.581
C -4.092 3.191 -2.684
C -2.642 -3.029 5.131
C -0.166 6.165 1.485
C 3.862 -4.153 -0.157
C 3.498 -3.369 -1.461
C 0.236 -3.081 -4.387
C -4.314 -2.059 1.358
C 1.158 -7.317 -1.604
C -6.743 -1.145 6.667
C -0.828 -6.025 -1.493
C -0.277 0.446 -0.890
C 3.659 0.157 1.772
C 2.670 0.465 -5.979
C 0.422 -0.521 4.467
C 4.211 2.029 -1.868
C -0.235 -1.711 0.255
C 0.899 7.168 3.413
C 4.488 0.738 2.959
C 3.794 3.815 -0.437
C 2.998 -1.281 -2.526
C -1.709 -2.004 -3.890
C -4.835 -2.217 5.650
H 4.066 5.990 1.790
H -7.187 -1.684 7.522
H -4.762 -1.351 -3.082
H 0.614 -4.126 -4.471
H 1.438 3.599 -6.074
H 3.420 -0.317 -2.676
H -2.029 -4.040 -1.368
H 3.276 -1.876 -5.626
H -1.439 2.588 1.254
H 3.359 -1.919 -3.329
H -2.943 -4.054 5.254
H -1.120 5.666 -1.530
H -3.390 -2.548 1.172
H -2.805 2.810 -4.947
H -7.264 -1.576 5.837
H 2.999 2.683 2.406
H 1.534 2.420 -4.622
H -4.269 1.862 -0.491
H 1.508 2.654 1.430
H 4.790 -4.659 -0.362
H 1.495 -6.441 -0.963
H -3.147 -0.870 -2.090
H 2.611 5.185 1.371
H -1.663 -2.907 5.583
H -0.551 -1.096 4.309
H -1.965 2.283 2.923
H -2.354 5.846 -0.226
H 1.001 -0.867 3.626
H -5.037 -2.256 0.672
H 3.310 -2.297 -7.355
H -2.687 4.570 -5.207
H 2.029 6.960 3.421
H 2.162 0.625 0.469
H 5.143 1.510 2.626
H 3.469 1.385 -1.459
H 3.011 2.915 -5.369
H -4.206 3.108 0.509
H -4.280 3.640 -5.289
H 0.351 6.382 3.940
H -6.852 -0.066 6.795
H 4.580 -1.293 -6.487
H 3.634 2.554 -2.688
H 1.517 -7.197 -2.637
H 3.305 -3.663 7.826
H 1.898 -1.165 -2.718
H 1.716 1.634 2.906
H 3.207 6.292 0.185
H 0.048 2.425 -2.305
H 1.413 -8.227 -1.043
H -1.148 4.576 -0.244
H 0.327 0.554 4.508
H -3.343 -4.753 -0.411
H -1.601 2.880 -2.536
H -5.627 3.208 -0.531
H 0.611 -2.436 -5.153
H -1.052 1.342 -3.459
H 0.764 8.128 3.898
H 1.967 -4.414 6.720
H -0.829 1.162 2.070
H -0.505 -1.962 1.239
H -0.653 -2.501 -0.399
H -3.468 -4.665 -2.225
H 5.126 1.632 -2.252
H 4.003 -3.491 0.722
H 3.642 -3.927 6.104
H -3.635 -0.106 -3.754
H 0.854 -1.603 0.065
H -2.566 -2.676 4.107
H 5.005 -0.154 3.227
H 0.496 -2.602 -3.431
H 3.172 -4.946 0.067
H -4.630 -2.406 2.368
H 3.969 1.072 3.849
H 3.596 -1.563 -0.431
```

Output
- orbital gap (eV) = 9.338
- total energy (eV) = -107030.3318
- F_max (eV Å⁻¹) = 3.75



Short version: HOMO level = -8.90 -7.89 -8.88 eV, in the order given.